50
Properties=species:S:1:pos:R:3:forces:R:3:lowdin_charge:R:1 method="wB97M-V/def2-TZVPD" relative_energy_kcal_mol=65.7 e_lumo_ev=0.07 gap_ev=8.95 charge=0
C 0.178 1.892 -3.380 0.504 -0.064 0.476 -0.102
C -0.729 1.447 -2.206 1.393 -0.198 -1.668 -0.234
C 0.122 0.830 -1.121 -0.707 0.904 1.908 -0.218
N -0.673 0.636 0.128 -0.799 -0.915 -1.107 -0.054
C -1.162 -0.739 0.128 0.476 -0.519 -0.486 -0.258
C -1.469 -1.383 1.470 1.316 0.257 -0.568 -0.128
C -0.168 -1.672 2.237 -0.441 1.474 0.183 -0.215
O 0.249 -0.600 3.080 0.726 0.431 0.808 -0.096
H -0.379 2.457 -4.125 0.046 -0.122 -0.095 0.068
H 0.639 0.999 -3.804 -0.242 -0.022 -0.319 0.056
H 1.054 2.467 -3.066 -0.273 0.293 0.174 0.070
H -1.318 0.686 -2.720 -0.784 0.072 0.684 0.108
H -1.291 2.301 -1.843 -0.300 -0.120 0.059 0.081
H 0.534 -0.136 -1.387 0.362 0.134 -0.417 0.091
H 0.904 1.511 -0.817 0.549 0.214 -0.409 0.113
H -0.318 0.976 0.999 0.686 -0.247 0.150 0.084
H -1.953 -0.813 -0.608 -1.024 0.102 0.194 0.105
H -0.458 -1.403 -0.404 0.449 0.045 0.427 0.106
H -1.858 -2.378 1.279 -0.890 0.193 0.076 0.114
H -2.072 -0.672 2.026 -0.559 -0.573 0.395 0.100
H -0.268 -2.588 2.819 0.161 0.040 0.119 0.121
H 0.668 -1.704 1.551 -0.023 -0.539 -0.420 0.084
H -0.362 0.135 3.214 -0.843 -0.550 -0.211 0.042
O 2.164 -3.329 0.214 0.068 -0.018 0.306 -0.056
H 2.554 -4.056 0.716 -0.023 0.032 -0.167 0.042
H 1.640 -2.854 0.873 0.141 -0.159 -0.280 -0.011
O 3.347 0.188 0.504 -0.275 0.386 -0.547 -0.055
H 3.722 -0.617 0.862 -0.030 0.075 0.274 0.045
H 3.129 0.793 1.230 0.330 -0.510 0.243 0.011
O -3.661 1.554 -0.346 -1.181 -0.248 0.502 -0.061
H -2.914 0.952 -0.284 0.543 0.675 -0.367 -0.017
H -3.499 2.341 -0.870 0.595 -0.298 -0.027 0.029
O 0.430 -1.723 -3.419 0.386 -0.567 -0.410 -0.052
H 1.229 -2.186 -3.129 -0.121 0.205 0.480 0.046
H 0.394 -2.047 -4.329 -0.361 0.301 -0.031 0.046
O 2.681 1.141 3.060 -0.305 0.199 0.243 -0.053
H 2.959 1.022 3.974 0.197 0.055 -0.074 0.058
H 1.771 0.811 3.065 0.032 -0.381 -0.128 0.015
O 3.384 0.658 -2.337 -0.079 0.483 -0.193 -0.068
H 3.517 -0.275 -2.502 0.024 -0.117 0.212 0.023
H 3.336 0.769 -1.374 0.111 -0.443 -0.074 -0.009
O -2.198 -4.083 -1.733 -0.177 0.361 -0.021 -0.061
H -2.022 -3.479 -2.464 0.223 -0.117 -0.028 0.026
H -2.857 -3.596 -1.224 -0.006 -0.183 0.077 0.028
O -1.951 1.443 3.322 0.233 0.056 0.081 -0.037
H -1.705 2.373 3.287 -0.139 0.013 -0.013 0.052
H -2.908 1.429 3.212 0.021 0.007 -0.106 0.064
O -1.336 3.937 0.314 0.077 -0.194 0.084 -0.054
H -0.814 3.952 1.122 0.049 0.176 -0.037 0.027
H -1.314 3.005 0.056 -0.118 -0.078 0.046 -0.016

=====

50
Properties=species:S:1:pos:R:3:forces:R:3:lowdin_charge:R:1 method="wB97M-V/def2-TZVPD" relative_energy_kcal_mol=72.8 e_lumo_ev=0.39 gap_ev=9.66 charge=0
C -2.440 0.684 -2.798 0.787 -1.301 1.166 -0.086
C -1.441 0.199 -1.663 -1.784 0.570 -2.422 -0.260
C -1.556 1.164 -0.514 0.656 -1.152 0.866 -0.191
C -0.676 2.404 -0.679 0.655 -0.698 -0.188 -0.178
N 0.542 2.273 0.174 -1.179 1.547 -0.238 -0.084
C 1.669 2.939 -0.466 1.035 -0.420 1.259 -0.188
C 2.685 1.881 -0.913 0.274 -1.667 -1.140 -0.168
O 2.393 0.571 -0.372 -0.524 -0.264 -0.921 -0.152
H -2.118 1.684 -2.954 0.032 0.997 -0.883 0.057
H -3.500 0.699 -2.581 -0.201 -0.109 0.508 0.068
H -2.319 0.033 -3.655 0.072 0.174 -0.604 0.051
H -1.581 -0.855 -1.441 -0.124 0.147 0.361 0.091
H -0.504 0.305 -2.196 0.592 -0.186 0.497 0.063
H -1.180 0.574 0.326 -0.012 0.374 0.486 0.101
H -2.611 1.281 -0.315 -0.271 0.675 0.123 0.110
H -0.292 2.390 -1.720 -0.532 0.246 0.141 0.106
H -1.161 3.378 -0.515 0.072 -0.407 0.153 0.122
H 0.808 1.317 0.345 -0.175 -0.317 -0.803 0.051
H 2.199 3.595 0.233 -0.297 0.178 -0.023 0.112
H 1.364 3.523 -1.320 -0.219 0.216 -0.133 0.104
H 3.674 1.896 -0.498 0.663 1.562 -0.056 0.109
H 2.759 1.876 -2.029 -0.024 -0.304 0.834 0.130
H 1.958 -0.072 -0.970 -0.020 0.477 0.207 0.079
O 0.829 -2.058 2.707 -0.249 -0.523 0.164 -0.084
H 0.561 -2.044 3.650 0.130 0.359 -0.523 0.037
H 1.508 -1.374 2.603 0.299 -0.121 0.038 -0.004
O -2.653 -1.089 3.773 -0.569 -0.901 -0.749 -0.055
H -2.678 -2.055 3.846 0.343 0.069 0.639 0.050
H -3.059 -1.063 2.890 0.255 0.796 0.156 0.051
O 0.124 -0.793 5.018 -0.024 0.001 0.375 -0.061
H 0.416 -0.136 4.374 0.018 0.026 -0.160 0.003
H -0.835 -0.734 4.952 -0.153 -0.026 -0.080 0.018
O 0.650 0.995 2.779 -0.506 1.877 -0.100 -0.065
H 0.542 1.851 3.240 0.440 -0.680 0.840 0.078
H 0.381 1.442 1.949 0.043 -0.777 -0.406 0.014
O 0.608 0.307 -4.497 0.187 0.030 -0.043 -0.051
H -0.319 0.518 -4.347 0.026 -0.105 0.055 0.002
H 0.805 -0.466 -3.954 -0.166 0.069 -0.044 0.035
O 0.652 -1.477 -0.666 0.778 1.321 -0.822 -0.047
H 0.257 -2.289 -0.989 -0.090 -0.431 1.033 0.044
H 0.837 -1.381 0.276 -0.402 -1.127 -0.052 0.037
O -0.753 -3.489 0.921 0.778 0.154 1.336 -0.103
H -0.706 -4.303 1.441 -0.348 -0.312 -0.513 0.032
H -0.176 -2.956 1.542 -0.484 0.128 -0.772 -0.003
O 3.043 -0.530 1.911 -0.400 -0.523 1.613 -0.052
H 3.837 -0.901 1.530 -0.103 0.367 -0.561 0.058
H 2.647 0.189 1.413 0.661 -0.100 -0.641 0.003
O -1.530 -3.282 -2.973 0.344 0.044 0.394 -0.047
H -1.769 -4.095 -3.430 -0.116 0.322 -0.137 0.041
H -1.896 -2.526 -3.438 -0.167 -0.276 -0.229 0.021

=====

53
Properties=species:S:1:pos:R:3:forces:R:3:lowdin_charge:R:1 method="wB97M-V/def2-TZVPD" relative_energy_kcal_mol=30.9 e_lumo_ev=2.67 gap_ev=8.14 charge=-1
C 1.028 -3.701 -0.488 0.631 0.084 -0.375 -0.075
C 0.517 -2.614 0.447 -1.186 0.628 -1.038 -0.383
C -0.783 -3.110 1.153 -0.421 -0.532 -1.210 -0.125
C -2.052 -2.944 0.279 0.709 0.670 0.679 -0.158
C -2.739 -1.826 0.083 -0.931 -0.148 0.728 -0.010
N 0.247 -1.433 -0.388 1.612 0.244 -0.118 -0.012
C 1.403 -0.467 -0.536 -1.683 -1.120 0.289 -0.329
O 1.053 0.786 -0.078 -0.160 0.405 -1.013 -0.280
H 1.984 -3.326 -0.874 0.004 -0.456 -0.144 0.074
H 0.377 -3.833 -1.357 -0.109 0.220 0.158 0.077
H 1.150 -4.689 -0.038 0.243 0.124 0.286 0.067
H 1.328 -2.254 1.097 -0.436 -0.784 0.647 0.123
H -0.799 -2.747 2.177 -0.410 0.005 -0.061 0.077
H -0.766 -4.200 1.085 0.690 -0.080 1.079 0.086
H -2.356 -3.863 -0.206 0.064 0.101 -0.476 0.088
H -2.647 -0.970 0.743 0.510 0.217 -0.448 0.030
H -3.594 -1.761 -0.582 0.074 -0.226 -0.050 0.058
H -0.646 -0.974 -0.318 0.040 0.039 0.451 0.063
H 2.292 -0.846 -0.006 -0.191 -0.221 0.159 0.121
H 1.621 -0.585 -1.605 0.362 0.952 -0.101 0.066
H 1.733 0.933 2.497 0.178 -0.377 0.483 0.031
H 0.994 0.618 1.250 -0.205 -0.980 0.143 0.013
O 1.018 0.298 2.330 0.422 1.345 -0.717 -0.176
H 0.609 1.582 -1.803 0.641 -0.499 -0.046 0.033
H 0.942 1.156 -3.292 -0.058 -0.199 0.169 0.039
O 0.755 1.900 -2.720 -0.060 0.720 0.417 -0.069
H 0.843 -1.207 3.927 0.251 -0.402 -0.021 0.026
H -0.427 -0.793 3.438 -0.378 -0.060 -0.023 -0.019
O -0.060 -1.545 3.912 0.153 0.102 0.438 -0.085
H 2.954 2.220 -2.326 -0.372 -0.221 0.187 0.021
H 3.234 0.694 -2.278 -0.221 0.171 0.350 0.005
O 3.524 1.525 -2.660 0.863 -0.088 -0.544 -0.060
H -1.636 2.713 -0.620 -0.108 -0.147 -0.653 0.009
H -0.829 2.708 -1.939 0.097 0.244 0.229 -0.021
O -1.590 3.123 -1.515 -0.127 0.352 0.205 -0.085
H -0.589 2.885 3.679 -0.058 -0.375 0.236 0.044
H 0.011 1.627 2.844 0.076 0.169 0.339 0.002
O -0.271 2.576 2.832 -0.052 0.271 -0.516 -0.075
H -0.712 2.431 -4.012 -0.208 -0.241 -0.245 0.005
H -1.950 2.283 -3.219 -0.391 -0.126 -0.275 0.001
O -1.599 2.050 -4.096 -0.020 0.287 -0.038 -0.094
H -0.078 -1.386 -2.918 0.180 0.065 0.237 0.034
H 1.192 -0.901 -3.670 -0.062 0.115 -0.026 0.008
O 0.661 -1.671 -3.468 -0.047 -0.419 -0.439 -0.058
H -2.059 -0.042 2.554 -0.175 0.560 -0.075 -0.004
H -2.883 -1.141 3.070 -0.270 -0.023 0.333 0.038
O -2.744 -0.197 3.221 0.378 -0.384 -0.420 -0.056
H -1.422 1.860 1.289 0.481 -0.005 0.006 0.024
H -0.585 1.141 0.117 -0.125 0.094 0.739 0.018
O -1.497 1.361 0.464 -0.322 -0.216 -0.066 -0.084
H 1.590 2.848 0.697 -0.045 -0.237 0.031 0.019
H 2.118 3.123 2.112 -0.304 0.180 -0.114 0.017
O 2.399 2.935 1.212 0.476 0.203 0.234 -0.059

=====

53
Properties=species:S:1:pos:R:3:forces:R:3:lowdin_charge:R:1 method="wB97M-V/def2-TZVPD" relative_energy_kcal_mol=0.0 e_lumo_ev=-2.38 gap_ev=8.40 charge=+1
C -2.585 -0.214 -2.395 -0.850 -0.385 1.347 -0.015
C -1.654 -0.348 -1.152 -0.658 1.359 -1.621 -0.316
C -0.507 0.661 -1.290 0.363 -1.185 1.037 -0.129
C 0.239 0.843 0.025 -0.128 -0.609 -1.151 -0.290
C -0.472 1.274 1.065 1.000 1.026 0.556 -0.185
N 0.113 1.598 2.315 0.032 0.325 -0.620 0.056
C 1.737 0.663 -0.040 -0.790 -0.491 0.724 -0.039
N -1.102 -1.732 -1.053 -0.213 0.263 -0.026 0.234
H -3.599 -0.286 -1.990 -0.143 0.014 -0.342 0.081
H -2.533 -1.000 -3.147 0.470 0.119 -0.130 0.083
H -2.497 0.783 -2.810 0.156 -0.100 -0.316 0.082
H -2.271 -0.147 -0.283 0.262 -0.218 0.288 0.114
H 0.144 0.156 -2.011 0.216 0.638 -0.243 0.108
H -0.804 1.647 -1.625 -0.362 -0.200 -0.480 0.116
H -1.468 1.686 0.953 -0.228 -0.477 -0.160 0.118
H -0.557 1.781 3.043 0.047 -0.156 0.082 0.076
H 0.780 0.893 2.592 0.054 0.059 0.320 0.043
H 2.095 1.263 -0.867 0.385 0.629 0.563 0.048
H 2.088 0.887 0.965 0.844 0.429 -0.370 0.067
H 2.101 -0.336 -0.291 -0.479 -0.201 0.082 0.075
H -0.168 -1.745 -0.626 -0.082 -0.187 0.259 0.103
H -0.986 -2.144 -1.976 0.267 -0.023 -0.030 0.145
H -1.743 -2.336 -0.540 0.189 -0.060 0.292 0.154
H -1.601 -1.358 2.541 -0.122 -0.466 0.339 0.033
H -0.584 -1.324 3.775 -0.384 -0.305 -0.033 0.090
O -0.784 -0.979 2.900 -0.070 0.339 0.017 -0.038
H 0.412 -1.546 1.852 -0.469 -0.543 -0.331 0.009
H 1.827 -1.483 1.634 0.235 -0.379 -0.490 0.023
O 1.075 -1.967 1.258 0.235 0.713 0.753 -0.078
H 3.643 1.302 -3.375 -0.383 0.615 0.474 0.055
H 2.121 1.065 -2.771 0.599 1.072 0.023 -0.009
O 2.885 0.733 -3.252 -0.190 -1.816 -0.589 -0.049
H 2.319 -1.322 -2.821 -0.065 0.138 -0.120 0.028
H 1.264 -2.081 -3.615 0.159 -0.012 -0.028 0.061
O 1.574 -1.934 -2.714 0.054 0.310 -0.225 -0.055
H 1.204 -3.058 -0.171 0.008 -0.286 0.260 -0.014
H 1.610 -3.927 -1.355 -0.113 0.049 -0.193 0.041
O 0.852 -3.696 -0.811 -0.106 -0.303 0.185 -0.082
H -3.699 -2.867 1.579 -0.638 0.328 0.301 0.064
H -3.774 -1.228 1.735 -0.633 -0.324 0.072 0.023
O -3.257 -2.019 1.538 1.469 0.221 -0.415 -0.043
H 1.575 3.260 -2.918 0.107 0.765 0.374 0.062
H 1.338 3.405 -1.292 0.440 0.485 -0.220 0.027
O 1.278 2.867 -2.097 -0.508 -0.953 -0.245 -0.058
H -4.146 1.556 2.308 0.041 -0.021 0.150 0.067
H -2.856 0.811 2.772 -0.089 0.142 0.087 0.034
O -3.595 0.782 2.155 0.032 -0.319 -0.229 -0.038
H 1.185 4.821 0.689 0.185 0.063 0.004 0.061
H 0.983 3.376 1.103 0.228 -0.184 0.125 0.016
O 1.589 3.949 0.605 -0.472 0.047 -0.171 -0.047
H 3.533 -0.766 2.844 -0.006 -0.059 0.047 0.066
H 2.981 0.235 3.829 -0.125 0.015 0.029 0.066
O 2.698 -0.453 3.214 0.232 0.099 -0.014 -0.043

=====

For the records above, the corresponding E_tot values read -1055.50543 -1055.49404 -1206.65953 -1111.30451 hartree.